## one
Computed, not measured: a structure of composition C81H171N9O9, with ωB97M-V/def2-TZVPD.

Last column: Löwdin charge in e.
Geometry (Å):
C1 -18.7440 -9.9825 -11.9125  -0.006
C2 -18.6074 -8.9694 -13.1318  -0.465
C3 -19.9296 -9.1214 -13.9854  -0.129
C4 -21.0865 -8.2671 -13.4414  -0.131
C5 -20.6296 -6.7636 -12.9924  -0.096
C6 -19.3616 -6.6482 -12.1481  -0.335
N1 -18.3188 -7.5904 -12.7605  -0.044
O1 -17.1222 -7.6323 -12.0347  -0.147
C7 -18.7741 -5.2186 -12.1944  -0.041
C8 -19.7704 -7.1421 -10.6545  -0.012
C9 -17.4329 -9.3490 -14.0672  -0.043
H1 -19.7899 -9.9822 -11.6056  0.063
H2 -18.3027 -9.5748 -11.0031  0.065
H3 -18.3068 -10.9677 -12.0745  0.083
H4 -19.7386 -8.8742 -15.0297  0.111
H5 -20.1169 -10.1950 -13.9660  0.111
H6 -21.6091 -8.6496 -12.5647  0.092
H7 -21.8661 -8.1538 -14.1948  0.099
H8 -21.4492 -6.2765 -12.4641  0.075
H9 -20.4716 -6.2039 -13.9143  0.118
H10 -19.4731 -4.4300 -11.9154  0.066
H11 -17.9032 -5.1548 -11.5420  0.031
H12 -18.3788 -4.9755 -13.1806  0.055
H13 -18.8569 -7.3837 -10.1112  0.072
H14 -20.2752 -6.3372 -10.1202  -0.004
H15 -20.2363 -8.1257 -10.5945  0.089
H16 -17.2912 -8.6467 -14.8887  0.084
H17 -17.8066 -10.2847 -14.4830  0.078
H18 -16.4261 -9.5308 -13.6909  0.078
H19 -16.5496 -7.0885 -12.5806  0.124
C10 -13.2994 1.9623 -13.8682  -0.048
C11 -14.4386 2.6988 -13.0365  -0.332
C12 -14.5560 1.9912 -11.6522  -0.134
C13 -13.6745 2.5521 -10.5570  -0.162
C14 -13.8608 4.0812 -10.4033  -0.093
C15 -13.3656 4.7622 -11.7329  -0.508
N2 -14.0701 4.1614 -12.8874  -0.120
O2 -13.8531 4.8003 -14.1036  0.007
C16 -13.8877 6.1786 -11.6345  -0.050
C17 -11.8789 4.6150 -11.8063  -0.030
C18 -15.7613 2.6015 -13.7841  -0.115
H20 -13.4686 0.8897 -13.9632  0.007
H21 -12.3798 2.2088 -13.3375  0.100
H22 -13.1488 2.3617 -14.8711  0.023
H23 -15.5958 2.1469 -11.3650  0.114
H24 -14.5011 0.9177 -11.8333  0.062
H25 -12.6693 2.1657 -10.7255  0.100
H26 -13.9111 2.0079 -9.6427  0.057
H27 -13.2976 4.3229 -9.5020  0.119
H28 -14.9053 4.2898 -10.1715  0.115
H29 -14.9732 6.2750 -11.6122  0.090
H30 -13.4534 6.7574 -10.8193  0.084
H31 -13.5193 6.7843 -12.4624  0.077
H32 -11.4373 4.9988 -10.8866  0.087
H33 -11.5006 3.5992 -11.6913  0.064
H34 -11.4579 5.0716 -12.7020  0.094
H35 -16.5086 3.2935 -13.3957  0.105
H36 -16.0844 1.5610 -13.7507  0.037
H37 -15.6323 2.8336 -14.8412  0.120
H38 -14.7551 5.0752 -14.2834  0.101
C19 -10.4878 -4.3045 -13.6428  -0.036
C20 -10.7915 -3.6714 -12.2650  -0.439
C21 -9.4942 -3.9290 -11.4281  -0.109
C22 -9.5519 -3.0612 -10.1368  -0.160
C23 -9.7159 -1.5496 -10.5003  -0.098
C24 -11.0135 -1.2394 -11.4003  -0.491
N3 -11.0755 -2.2065 -12.5088  -0.036
O3 -12.2118 -2.0271 -13.3025  -0.229
C25 -12.2330 -1.2017 -10.4472  -0.002
C26 -10.7977 0.0744 -11.9685  -0.041
C27 -11.9427 -4.3755 -11.6138  -0.029
H39 -9.5947 -3.9489 -14.1565  0.091
H40 -11.3356 -4.2382 -14.3247  0.076
H41 -10.2509 -5.3531 -13.4623  0.092
H42 -9.4723 -4.9377 -11.0157  0.119
H43 -8.5919 -3.6057 -11.9471  0.121
H44 -8.6472 -3.0770 -9.5289  0.107
H45 -10.4238 -3.3101 -9.5319  0.099
H46 -8.9164 -1.0787 -11.0723  0.110
H47 -9.7849 -0.9808 -9.5730  0.109
H48 -12.5594 -2.2259 -10.2663  0.056
H49 -12.0250 -0.6353 -9.5395  0.089
H50 -13.0448 -0.6366 -10.9051  0.084
H51 -9.9912 0.0705 -12.7018  0.109
H52 -11.7065 0.4091 -12.4686  0.066
H53 -10.6831 0.7065 -11.0879  0.101
H54 -11.6463 -4.7248 -10.6247  0.090
H55 -12.3319 -5.2023 -12.2079  0.104
H56 -12.7778 -3.6794 -11.5345  0.040
H57 -12.8162 -2.5676 -12.7885  0.077
C28 -14.5320 -2.6443 -8.7779  -0.029
C29 -15.1832 -4.0034 -8.2496  -0.393
C30 -16.6021 -3.5945 -7.7263  -0.110
C31 -17.4400 -4.8202 -7.4047  -0.177
C32 -17.5918 -5.5860 -8.6844  -0.169
C33 -16.2723 -6.0931 -9.2851  -0.349
N4 -15.3128 -4.9414 -9.3385  -0.175
O4 -14.1872 -5.1835 -10.1198  0.003
C34 -15.7874 -7.3268 -8.4128  0.009
C35 -16.4710 -6.5948 -10.7537  -0.104
C36 -14.3599 -4.5837 -7.0953  -0.004
H58 -15.0856 -2.1425 -9.5715  -0.002
H59 -13.5764 -2.6959 -9.2998  0.073
H60 -14.4507 -1.9061 -7.9801  0.019
H61 -16.5835 -2.9702 -6.8330  0.136
H62 -17.0970 -2.9759 -8.4749  0.045
H63 -18.4496 -4.5648 -7.0829  0.079
H64 -16.9372 -5.4554 -6.6754  0.111
H65 -17.9637 -4.8062 -9.3489  0.082
H66 -18.3957 -6.3219 -8.6683  0.082
H67 -16.0679 -8.3305 -8.7321  0.078
H68 -14.7081 -7.2206 -8.5219  0.064
H69 -16.1177 -7.3025 -7.3743  0.071
H70 -16.5098 -5.7035 -11.3800  0.072
H71 -15.7231 -7.2301 -11.2282  0.130
H72 -17.3859 -7.1544 -10.9487  0.001
H73 -13.6188 -5.2968 -7.4563  0.076
H74 -14.9964 -5.1029 -6.3787  0.074
H75 -13.7712 -3.7757 -6.6611  0.083
H76 -13.7879 -5.9608 -9.7224  0.088
C37 -17.2857 0.4497 -10.5685  -0.026
C38 -16.7107 0.1363 -9.1831  -0.339
C39 -15.2111 -0.3097 -9.4025  -0.075
C40 -14.2735 -0.2584 -8.1156  -0.157
C41 -14.3289 1.1229 -7.4740  -0.096
C42 -15.8263 1.5203 -7.1900  -0.480
N5 -16.7746 1.2585 -8.2613  -0.101
O5 -18.0750 1.6548 -7.9881  0.021
C43 -16.3569 0.9044 -5.9094  -0.031
C44 -15.7589 3.0193 -6.9603  -0.040
C45 -17.4635 -1.1234 -8.6305  -0.095
H77 -16.5734 0.9149 -11.2499  0.040
H78 -18.0565 1.2017 -10.4003  0.115
H79 -17.8373 -0.2979 -11.1386  0.078
H80 -15.1859 -1.3019 -9.8531  0.005
H81 -14.7244 0.3724 -10.0996  0.078
H82 -13.2552 -0.5461 -8.3769  0.091
H83 -14.4497 -1.0113 -7.3474  0.093
H84 -13.9681 1.8884 -8.1611  0.076
H85 -13.5694 1.1947 -6.6955  0.132
H86 -15.6880 1.2284 -5.1121  0.093
H87 -17.3492 1.2199 -5.5869  0.082
H88 -16.4474 -0.1818 -5.9221  0.074
H89 -15.6856 3.6336 -7.8577  0.076
H90 -16.6068 3.4520 -6.4292  0.088
H91 -14.7917 3.2995 -6.5430  0.085
H92 -18.4926 -0.7703 -8.5649  0.042
H93 -17.0707 -1.4192 -7.6578  0.089
H94 -17.5612 -2.0629 -9.1744  0.012
H95 -18.4389 0.9612 -7.4332  0.076
C46 -20.2809 -1.4051 -7.8185  -0.015
C47 -20.3745 -2.6929 -8.7773  -0.369
C48 -19.7147 -3.8866 -8.1255  -0.112
C49 -20.0079 -5.2149 -8.9127  -0.193
C50 -21.5201 -5.3867 -9.1855  -0.083
C51 -22.2319 -4.1197 -9.6948  -0.489
N6 -21.8226 -2.8901 -9.0589  -0.094
O6 -22.4838 -1.7335 -9.5097  0.011
C52 -21.9920 -4.0859 -11.2048  -0.029
C53 -23.7579 -4.2292 -9.6164  -0.029
C54 -19.5058 -2.2442 -10.0059  -0.054
H96 -19.3085 -1.2093 -7.3665  0.054
H97 -20.9329 -1.4535 -6.9463  0.092
H98 -20.4540 -0.5346 -8.4513  0.089
H99 -18.6406 -3.7374 -8.0158  0.054
H100 -20.0885 -3.9482 -7.1034  0.143
H101 -19.5178 -6.0842 -8.4744  0.093
H102 -19.3124 -5.1546 -9.7498  0.068
H103 -21.9883 -5.8399 -8.3117  0.135
H104 -21.6097 -6.1888 -9.9180  0.094
H105 -20.9959 -3.8041 -11.5462  0.062
H106 -22.1974 -5.0267 -11.7155  0.066
H107 -22.7093 -3.4153 -11.6778  0.088
H108 -23.9772 -5.2408 -9.9580  0.085
H109 -24.0784 -4.2786 -8.5758  0.090
H110 -24.3150 -3.5275 -10.2371  0.084
H111 -18.5911 -1.7147 -9.7394  0.006
H112 -20.1359 -1.6003 -10.6195  0.099
H113 -19.1979 -3.1251 -10.5693  0.050
H114 -22.1350 -1.5533 -10.3857  0.079
C55 -13.4066 -0.0224 -17.8050  0.000
C56 -12.4116 0.3634 -16.6146  -0.440
C57 -13.0252 -0.1742 -15.3467  -0.142
C58 -12.7951 -1.6621 -15.1774  -0.190
C59 -11.2785 -1.9851 -15.3170  -0.101
C60 -10.7066 -1.5921 -16.7097  -0.438
N7 -11.0928 -0.1695 -16.8650  -0.100
O7 -10.4544 0.4150 -17.9821  -0.015
C61 -9.1480 -1.7931 -16.6973  -0.031
C62 -11.2890 -2.5209 -17.7847  -0.027
C63 -12.3653 1.8757 -16.4843  -0.033
H115 -13.7487 -1.0327 -17.5810  0.067
H116 -12.9393 0.1428 -18.7757  0.077
H117 -14.2670 0.6403 -17.8990  0.071
H118 -12.7418 0.3106 -14.4125  0.060
H119 -14.1139 -0.1304 -15.3786  0.122
H120 -13.2824 -2.1741 -16.0071  0.110
H121 -13.2050 -1.9801 -14.2188  0.012
H122 -11.1606 -3.0572 -15.1593  0.065
H123 -10.7563 -1.4933 -14.4962  0.119
H124 -8.6891 -1.2109 -15.8983  0.074
H125 -8.7382 -2.7897 -16.5328  0.076
H126 -8.7276 -1.4043 -17.6247  0.071
H127 -12.0646 -3.1559 -17.3565  0.072
H128 -11.6048 -2.0203 -18.7001  0.081
H129 -10.5960 -3.3101 -18.0762  0.073
H130 -11.7813 2.4019 -17.2394  0.096
H131 -12.0692 2.2389 -15.5002  0.060
H132 -13.3951 2.2331 -16.4846  0.091
H133 -9.6857 0.7882 -17.5445  0.101
C64 -20.0630 3.5169 -13.6764  -0.011
C65 -19.4185 2.5459 -14.6757  -0.361
C66 -19.6684 1.0730 -14.2157  -0.202
C67 -21.0490 0.6102 -14.3661  -0.148
C68 -21.5717 0.8900 -15.8239  -0.099
C69 -21.3186 2.3428 -16.2996  -0.519
N8 -19.9415 2.7297 -16.0213  -0.115
O8 -19.4779 3.8984 -16.6365  0.000
C70 -21.6561 2.2335 -17.7922  -0.051
C71 -22.3497 3.2741 -15.6795  -0.036
C72 -17.8326 2.7943 -14.6750  -0.081
H134 -19.3391 3.7213 -12.8875  0.085
H135 -20.9785 3.1469 -13.2149  0.071
H136 -20.2702 4.4968 -14.1064  0.089
H137 -18.9443 0.3280 -14.5453  0.106
H138 -19.4593 1.1564 -13.1492  0.130
H139 -21.7281 1.0129 -13.6146  0.107
H140 -21.0269 -0.4454 -14.0951  0.112
H141 -22.6524 0.7612 -15.7638  0.116
H142 -21.1148 0.0994 -16.4192  0.118
H143 -22.6655 1.9089 -18.0451  0.087
H144 -21.5679 3.1674 -18.3473  0.078
H145 -20.8891 1.5747 -18.1993  0.083
H146 -22.0324 4.2826 -15.9447  0.093
H147 -23.3379 3.0828 -16.0979  0.082
H148 -22.4897 3.0732 -14.6174  0.068
H149 -17.3638 2.0482 -15.3166  0.108
H150 -17.3421 2.6641 -13.7104  0.001
H151 -17.4804 3.7691 -15.0124  0.110
H152 -18.8065 3.6086 -17.2585  0.105
C73 -16.5310 -4.0225 -13.4505  0.016
C74 -16.5363 -2.9356 -12.3174  -0.301
C75 -15.0640 -2.4587 -12.0571  -0.081
C76 -14.4897 -1.5947 -13.1181  -0.209
C77 -15.3503 -0.3901 -13.2355  -0.107
C78 -16.8511 -0.7425 -13.6102  -0.331
N9 -17.3899 -1.7676 -12.6925  -0.124
O9 -18.7221 -2.1113 -12.8631  0.027
C79 -17.6065 0.6138 -13.2862  -0.136
C80 -17.0237 -1.0724 -15.1017  0.000
C81 -17.0139 -3.3313 -10.8792  -0.050
H153 -16.0408 -3.6046 -14.3298  0.083
H154 -17.4008 -4.6181 -13.7280  0.043
H155 -15.8383 -4.8042 -13.1386  0.085
H156 -14.9664 -1.8481 -11.1595  0.085
H157 -14.4358 -3.3276 -11.8610  0.104
H158 -14.4041 -2.1074 -14.0761  0.105
H159 -13.4760 -1.2183 -12.9814  0.093
H160 -14.9201 0.3123 -13.9494  0.086
H161 -15.3706 0.1339 -12.2800  0.068
H162 -17.6467 0.8129 -12.2153  0.052
H163 -17.1242 1.4451 -13.8004  -0.006
H164 -18.6321 0.4459 -13.6148  -0.061
H165 -17.9264 -1.6371 -15.3349  0.086
H166 -17.2804 -0.3429 -15.8698  0.080
H167 -16.1507 -1.5158 -15.5806  0.074
H168 -16.2786 -3.8294 -10.2473  0.067
H169 -17.8656 -4.0056 -10.9678  0.020
H170 -17.2295 -2.4456 -10.2816  0.048
H171 -19.0423 -1.7477 -12.0343  0.048

Calculated values
Spin multiplicity: 1



## two
Computed, not measured: a cluster of 9 separate species, C81H171N9O9 in total, with ωB97M-V/def2-TZVPD.

Last column: Löwdin charge in e.
Geometry (Å):
C1 21.5016 15.5099 21.7085  -0.042
C2 22.6031 15.7555 20.7038  -0.458
C3 24.0038 15.9178 21.4049  -0.017
C4 22.6435 14.4563 19.7667  -0.096
C5 23.2483 14.6351 18.3248  -0.155
C6 22.6402 15.9228 17.6331  -0.095
C7 22.7295 17.2608 18.5176  -0.435
C8 24.2029 17.7657 18.5016  -0.023
C9 21.8329 18.3137 17.8947  -0.044
N1 22.2510 17.0222 19.9395  -0.138
O1 22.1934 18.1607 20.6848  -0.024
H1 21.6302 14.6134 22.3149  0.087
H2 21.4633 16.4111 22.3204  0.085
H3 20.6027 15.3488 21.1134  0.068
H4 24.0605 15.1071 22.1313  0.085
H5 24.8626 15.8240 20.7402  0.071
H6 24.0728 16.9107 21.8492  0.070
H7 23.2939 13.7382 20.2662  0.110
H8 21.6125 14.1148 19.6751  0.103
H9 24.3272 14.7755 18.2591  0.092
H10 23.0627 13.7108 17.7777  0.100
H11 21.6456 15.5472 17.3926  0.083
H12 23.1529 16.1464 16.6976  0.103
H13 24.9162 17.0224 18.8578  0.066
H14 24.3683 18.6571 19.1067  0.081
H15 24.4569 18.0456 17.4792  0.084
H16 22.1234 19.3490 18.0730  0.080
H17 20.7506 18.2009 17.9578  0.078
H18 22.2116 18.2944 16.8728  0.069
H19 23.0876 18.1031 21.0293  0.074
C10 23.2364 15.8584 13.1312  -0.026
C11 23.6659 16.6865 11.8741  -0.498
C12 25.0010 16.1032 11.3529  -0.043
C13 22.6675 16.4761 10.7513  -0.139
C14 21.3437 17.3084 10.7837  -0.165
C15 21.5692 18.7560 11.0893  -0.145
C16 22.5877 19.0560 12.2469  -0.468
C17 22.8434 20.5717 12.1685  -0.040
C18 21.8965 18.7967 13.5986  -0.033
N2 23.7646 18.1523 12.0836  -0.100
O2 24.8575 18.4446 12.9096  -0.017
H20 22.2369 15.9954 13.5440  0.063
H21 23.2569 14.8037 12.8566  0.076
H22 24.0318 16.0058 13.8618  0.077
H23 24.8943 15.0670 11.0321  0.088
H24 25.3570 16.7620 10.5609  0.083
H25 25.8661 16.1537 12.0142  0.075
H26 23.2076 16.6187 9.8153  0.112
H27 22.3815 15.4243 10.7512  0.115
H28 20.8616 17.1076 9.8270  0.110
H29 20.6612 16.8319 11.4875  0.099
H30 20.6280 19.2316 11.3651  0.098
H31 21.7784 19.3060 10.1718  0.117
H32 21.8976 21.1134 12.1664  0.079
H33 23.2938 20.7201 11.1870  0.083
H34 23.3581 21.0053 13.0259  0.085
H35 21.2905 17.9064 13.4304  0.054
H36 21.3410 19.6438 14.0011  0.078
H37 22.6761 18.5609 14.3230  0.078
H38 25.4267 19.0272 12.4015  0.103
C19 11.6351 21.3383 19.4274  -0.018
C20 12.3711 20.2911 18.4337  -0.436
C21 12.0706 20.5357 16.9525  -0.033
C22 13.9397 20.6012 18.6622  -0.087
C23 14.5484 19.9934 20.0048  -0.129
C24 14.1453 18.4408 20.1212  -0.121
C25 12.6265 18.1453 19.9387  -0.433
C26 12.4776 16.5890 19.7138  -0.016
C27 12.0047 18.6203 21.2899  -0.032
N3 12.0666 18.8708 18.7194  -0.097
O3 10.6850 18.7330 18.5738  -0.027
H39 11.7357 22.3715 19.0950  0.069
H40 10.5612 21.3195 19.2418  0.070
H41 11.9085 21.1826 20.4710  0.058
H42 12.9140 20.0895 16.4254  0.067
H43 11.1072 20.1245 16.6510  0.066
H44 12.1644 21.5832 16.6661  0.088
H45 14.4412 20.2076 17.7780  0.094
H46 14.0601 21.6845 18.6630  0.105
H47 15.6373 20.0125 20.0519  0.059
H48 14.3278 20.5718 20.9020  0.089
H49 14.6157 17.8702 20.9219  0.111
H50 14.6599 17.9637 19.2872  0.079
H51 12.9378 15.9987 20.5062  0.058
H52 13.0310 16.2045 18.8571  0.068
H53 11.4092 16.3766 19.6739  0.078
H54 10.9450 18.8484 21.1761  0.077
H55 12.4289 19.5615 21.6398  0.057
H56 12.1606 17.8544 22.0496  0.081
H57 10.5844 17.8272 18.2721  0.087
C28 10.2334 20.3494 13.6005  -0.059
C29 10.5829 18.9142 13.2127  -0.468
C30 9.2862 18.2151 12.6657  -0.011
C31 11.6840 19.0783 12.1032  -0.094
C32 12.5782 17.8128 12.0027  -0.178
C33 13.2016 17.4352 13.3632  -0.117
C34 12.0671 17.1326 14.4080  -0.423
C35 11.3690 15.7427 14.0781  -0.006
C36 12.8482 16.9310 15.7079  -0.043
N4 11.0851 18.2650 14.4208  -0.147
O4 10.2233 18.0793 15.4194  -0.008
H58 10.0449 21.0164 12.7592  0.078
H59 9.3582 20.5216 14.2271  0.087
H60 11.0583 20.9657 13.9580  0.066
H61 8.6220 18.9063 12.1468  0.080
H62 9.5896 17.3631 12.0574  0.068
H63 8.7731 17.8235 13.5440  0.076
H64 11.1511 19.2401 11.1662  0.124
H65 12.4271 19.8387 12.3433  0.085
H66 12.0784 16.9474 11.5675  0.098
H67 13.3725 17.9858 11.2766  0.096
H68 13.8120 18.3032 13.6127  0.100
H69 13.8750 16.5823 13.2781  0.098
H70 10.5310 15.5167 14.7373  0.076
H71 12.0104 14.8714 14.2106  0.065
H72 10.8719 15.7789 13.1087  0.060
H73 12.1732 16.7503 16.5444  0.065
H74 13.4289 17.7901 16.0438  0.072
H75 13.5370 16.0884 15.6468  0.075
H76 10.7096 18.5469 16.1024  0.051
C37 16.5791 22.0234 14.1254  -0.032
C38 15.5417 22.4274 13.0457  -0.408
C39 14.0821 22.6294 13.6342  -0.021
C40 16.0766 23.7872 12.3886  -0.128
C41 17.2974 23.5927 11.4949  -0.179
C42 16.9925 22.5447 10.4047  -0.151
C43 16.5945 21.1856 10.8937  -0.524
C44 15.9302 20.5250 9.7167  -0.045
C45 17.7754 20.3733 11.4304  -0.017
N5 15.5267 21.3848 11.9303  -0.112
O5 14.9874 20.1524 12.2982  -0.037
H77 16.6610 22.6987 14.9770  0.079
H78 16.5231 21.0368 14.5855  0.071
H79 17.5541 22.2275 13.6829  0.056
H80 13.3085 22.9142 12.9210  0.079
H81 13.7713 21.7296 14.1650  0.063
H82 14.1362 23.5114 14.2723  0.080
H83 15.2835 24.2430 11.7959  0.114
H84 16.3252 24.4352 13.2291  0.112
H85 17.5728 24.5512 11.0549  0.110
H86 18.1614 23.3079 12.0952  0.095
H87 17.8635 22.6038 9.7520  0.123
H88 16.2311 22.9298 9.7265  0.115
H89 15.1117 21.1360 9.3361  0.090
H90 15.5343 19.5360 9.9474  0.079
H91 16.6219 20.3694 8.8888  0.090
H92 17.3108 19.4796 11.8470  0.078
H93 18.4853 20.8894 12.0768  0.073
H94 18.3560 20.0362 10.5717  0.076
H95 14.0923 20.4992 12.2828  0.059
C46 15.3612 14.7959 24.1557  -0.053
C47 15.6652 13.7500 23.0997  -0.414
C48 14.7873 13.9689 21.7783  -0.031
C49 17.2004 13.9508 22.6870  -0.116
C50 18.2659 13.2637 23.6105  -0.155
C51 17.8394 11.7766 24.0507  -0.116
C52 16.3336 11.7109 24.5804  -0.451
C53 15.9738 10.1584 24.5604  -0.033
C54 16.3635 12.2818 26.0303  -0.036
N6 15.4107 12.3469 23.6233  -0.150
O6 14.0835 12.1548 23.8992  -0.013
H96 16.0207 14.9934 25.0008  0.077
H97 15.2715 15.8064 23.7568  0.075
H98 14.3243 14.6430 24.4549  0.085
H99 14.9532 13.3059 20.9292  0.072
H100 13.7323 13.6980 21.8198  0.068
H101 14.9150 14.9668 21.3587  0.060
H102 17.3539 13.4952 21.7087  0.098
H103 17.4458 15.0112 22.6288  0.108
H104 19.1978 13.2951 23.0460  0.087
H105 18.4603 13.6730 24.6018  0.090
H106 18.5664 11.4927 24.8116  0.105
H107 17.9970 11.1463 23.1755  0.103
H108 16.8209 9.5143 24.7964  0.076
H109 15.8226 9.8924 23.5142  0.074
H110 15.0480 9.9710 25.1043  0.075
H111 15.3765 12.2441 26.4913  0.081
H112 16.7609 13.2935 26.1112  0.056
H113 17.0614 11.7371 26.6663  0.078
H114 13.9240 11.3522 23.3973  0.103
C55 12.0909 10.0781 12.6042  -0.032
C56 13.6232 10.2394 12.9210  -0.453
C57 14.0457 9.1762 13.9151  -0.052
C58 14.5060 10.0082 11.5920  -0.138
C59 15.9405 10.4959 11.6318  -0.177
C60 15.9040 11.9801 12.1227  -0.146
C61 15.1244 12.3068 13.4427  -0.421
C62 16.0264 12.0300 14.6916  -0.021
C63 14.9786 13.8698 13.2160  -0.053
N7 13.7643 11.6283 13.4840  -0.093
O7 12.9924 11.9134 14.6545  -0.010
H115 11.7102 10.8533 11.9392  0.082
H116 11.8974 9.1563 12.0556  0.077
H117 11.4805 10.0620 13.5071  0.073
H118 14.0755 8.1837 13.4655  0.091
H119 14.9791 9.2677 14.4706  0.068
H120 13.3749 9.2658 14.7696  0.073
H121 14.5178 8.9671 11.2696  0.110
H122 13.9985 10.4943 10.7588  0.111
H123 16.5365 9.9311 12.3487  0.103
H124 16.3734 10.3727 10.6391  0.109
H125 15.4682 12.5720 11.3178  0.107
H126 16.9329 12.3374 12.1653  0.112
H127 16.1802 10.9576 14.8119  0.060
H128 15.5184 12.3690 15.5944  0.073
H129 16.9893 12.5328 14.6020  0.073
H130 14.3953 14.3307 14.0132  0.050
H131 14.4170 14.2599 12.3671  0.077
H132 15.9547 14.3381 13.0894  0.078
H133 13.2273 11.2268 15.2830  0.073
C64 20.0491 19.9320 23.2082  -0.068
C65 19.1632 20.8403 22.3358  -0.443
C66 17.6920 20.4687 22.7806  -0.017
C67 19.6148 22.2653 22.8219  -0.159
C68 18.9663 23.3183 22.0373  -0.210
C69 19.4701 23.2034 20.6043  -0.162
C70 19.1653 21.8761 20.0100  -0.488
C71 17.7401 21.7811 19.5979  -0.026
C72 20.1186 21.7144 18.7862  -0.015
N8 19.5252 20.6955 20.9159  -0.100
O8 19.4807 19.4278 20.3655  -0.004
H134 19.7685 18.9103 23.4639  0.073
H135 21.0197 19.7332 22.7538  0.073
H136 20.1689 20.2543 24.2425  0.081
H137 16.9131 21.2297 22.7322  0.063
H138 17.3896 19.6857 22.0852  0.074
H139 17.7270 20.1772 23.8303  0.076
H140 19.3303 22.5048 23.8465  0.122
H141 20.6989 22.3765 22.8018  0.128
H142 17.8773 23.3271 21.9897  0.111
H143 19.2643 24.2592 22.4997  0.117
H144 20.5289 23.4618 20.6214  0.123
H145 19.0635 24.0344 20.0280  0.125
H146 17.1259 21.8574 20.4951  0.075
H147 17.6221 20.9053 18.9598  0.069
H148 17.4771 22.5808 18.9055  0.097
H149 21.0791 21.3073 19.1022  0.079
H150 20.2012 22.6788 18.2850  0.085
H151 19.7968 20.9899 18.0380  0.054
H152 20.3692 19.0749 20.2786  0.062
C73 18.9449 19.1365 15.7850  -0.046
C74 18.2600 17.8353 15.9955  -0.449
C75 16.9582 17.8668 15.1066  -0.013
C76 19.2124 16.7282 15.3881  -0.112
C77 18.7511 15.3102 15.7398  -0.192
C78 18.6846 15.1079 17.2173  -0.147
C79 17.7707 16.1525 17.9173  -0.491
C80 16.3163 15.6326 17.7608  0.000
C81 18.2252 16.1310 19.3614  -0.043
N9 17.9825 17.4979 17.4245  -0.050
O9 17.1616 18.4824 18.1129  -0.020
H153 20.0170 19.0713 15.9703  0.057
H154 18.6765 19.5978 14.8346  0.079
H155 18.6206 19.8468 16.5456  0.069
H156 16.9652 18.3155 14.1132  0.068
H157 16.5013 16.8822 15.0072  0.062
H158 16.2701 18.4736 15.6951  0.073
H159 19.2870 16.7823 14.3020  0.113
H160 20.2171 16.7835 15.8071  0.095
H161 17.7968 15.0296 15.2941  0.091
H162 19.5669 14.6692 15.4056  0.112
H163 19.6451 14.9645 17.7122  0.097
H164 18.2777 14.1088 17.3731  0.120
H165 16.2079 15.2650 16.7404  0.064
H166 15.5595 16.4012 17.9181  0.061
H167 16.1902 14.8770 18.5362  0.080
H168 18.1806 15.2164 19.9526  0.074
H169 17.5335 16.7620 19.9195  0.077
H170 19.1825 16.6127 19.5605  0.071
H171 17.7773 18.7648 18.7931  0.053

Calculated values
Spin multiplicity: 1
Structure (SMILES): CC1(C)CCCC(C)(C)N1O.CC1(C)CCCC(C)(C)N1O.CC1(C)CCCC(C)(C)N1O.CC1(C)CCCC(C)(C)N1O.CC1(C)CCCC(C)(C)N1O.CC1(C)CCCC(C)(C)N1O.CC1(C)CCCC(C)(C)N1O.CC1(C)CCCC(C)(C)N1O.CC1(C)CCCC(C)(C)N1O



Tell me which of them is the least stable. Sure, it is one.